[1]
The following is a DFT calculation (the ωB97M-V functional and the def2-TZVPD basis) of a 4-piece molecular cluster, C12H34FNO11PS3 overall.

E_LUMO in Ha: 0.0636
HOMO-LUMO gap in eV: 5.61
Charge: -1

Geometry as XYZ:
```
63
C12H34FNO11PS3 | OMol25 | the ωB97M-V functional and the def2-TZVPD basis
C -0.7374 -0.5852 0.9423
C -1.6449 -0.3138 2.1825
F -1.5491 -1.5070 2.9748
P -3.5102 -0.0804 1.7013
C -5.3443 0.2515 1.2845
O -3.6804 -1.8619 1.6458
N -4.5813 -2.3149 0.7521
O -4.1190 -2.4349 -0.3428
H -0.1785 0.3299 0.6698
H -0.0218 -1.4006 1.1829
H -1.3133 -0.9446 0.0650
H -1.2683 0.5517 2.7703
H -3.8305 -0.1183 3.1130
H -3.3021 1.3707 1.7736
H -3.1912 0.0215 0.2894
H -5.5038 0.1949 0.1839
H -5.5421 1.3147 1.5651
H -6.0734 -0.3484 1.8596
O 0.8657 2.8942 -1.4112
S 1.5299 1.6995 -1.8519
O 2.0003 0.7112 -0.9243
O 2.7416 2.1105 -2.8323
C 3.7179 3.0399 -2.3474
C 4.6806 2.3939 -1.3706
C 0.5210 0.8970 -3.0609
H 3.2298 3.9112 -1.9028
H 4.2720 3.3889 -3.2186
H 4.1734 2.1031 -0.4499
H 5.4840 3.0843 -1.1087
H 5.1136 1.4909 -1.8008
H 0.1929 1.6331 -3.7907
H -0.3354 0.4712 -2.5398
H 1.1021 0.1087 -3.5337
O 5.9005 1.6278 -4.4450
S 6.9364 0.6418 -4.3065
O 7.9534 0.7535 -3.2996
O 7.6359 0.4175 -5.7397
C 8.1675 1.5624 -6.4172
C 9.4801 2.0247 -5.8116
C 6.1883 -0.9540 -4.1730
H 7.4322 2.3706 -6.4334
H 8.3339 1.2572 -7.4506
H 9.3338 2.4108 -4.8026
H 9.9226 2.8182 -6.4159
H 10.1844 1.1945 -5.7420
H 5.4415 -1.0595 -4.9562
H 5.7194 -1.0144 -3.1925
H 6.9627 -1.7118 -4.2655
O -6.6314 -0.3463 6.4557
S -6.0830 -1.2785 5.5050
O -6.4640 -1.2526 4.1246
O -6.2991 -2.7761 6.0715
C -7.6252 -3.1760 6.4194
C -8.4673 -3.4800 5.1935
C -4.3205 -1.2435 5.6144
H -8.0998 -2.4178 7.0483
H -7.5259 -4.0797 7.0228
H -8.6509 -2.5782 4.6092
H -9.4337 -3.8968 5.4852
H -7.9548 -4.1888 4.5420
H -4.0329 -1.3059 6.6624
H -3.9854 -0.3034 5.1825
H -3.9167 -2.0780 5.0451
```

=====

[2]
The following is a DFT calculation (the ωB97M-V functional and the def2-TZVPD basis) of C13H19Cl2IO7S2 as an isolated structure.

E_LUMO in Ha: -0.0067
HOMO-LUMO gap in eV: 9.11
Charge: 0

Geometry as XYZ:
```
44
C13H19Cl2IO7S2 | OMol25 | the ωB97M-V functional and the def2-TZVPD basis
C -1.6858 -1.9992 -1.4213
C -1.2580 -0.5690 -1.4318
Cl -2.4247 0.4541 -2.1942
C -0.1277 -0.0783 -0.9344
Cl 0.9839 -1.2297 -0.2884
C 0.3040 1.3911 -0.8764
C 0.3241 2.0991 -2.2701
C -0.1744 3.5521 -2.4823
C 0.8569 4.2472 -3.3896
C -1.5351 3.6469 -3.1809
O 1.7466 1.3655 -0.5314
S 2.2163 2.5842 0.3412
O 2.9180 3.5062 -0.4771
O 2.7695 2.1592 1.5734
O 0.7346 3.1515 0.6179
C -0.2266 2.1299 0.3963
S -0.1830 1.0939 1.9271
I -2.1676 3.0243 0.3635
H -1.7626 -2.3778 -2.4414
H -2.6872 -2.0549 -0.9879
H -1.0307 -2.6204 -0.8168
H 1.3819 2.1009 -2.5244
H -0.1576 1.4634 -3.0124
H -0.1882 4.1280 -1.5573
H 1.8199 4.3475 -2.8866
H 0.5050 5.2459 -3.6581
H 0.9908 3.6910 -4.3208
H -1.7554 4.7010 -3.3713
H -1.4851 3.1468 -4.1504
H -2.3560 3.2591 -2.5885
H -1.2259 0.3206 1.6086
C 1.2150 -4.7835 4.8659
C 0.5339 -4.7806 3.5085
C 0.8140 -3.5867 2.6240
O -0.3599 -3.5402 1.8025
C -1.3802 -4.0731 2.5200
O -2.5235 -4.0122 2.2073
O -0.9045 -4.6769 3.6323
H 1.8841 -5.6361 4.9639
H 1.8086 -3.8818 5.0184
H 0.4726 -4.8445 5.6589
H 0.7384 -5.7073 2.9678
H 1.7010 -3.7024 2.0062
H 0.8804 -2.6546 3.1899
```

=====

[3]
The following is a DFT calculation (the ωB97M-V functional and the def2-TZVPD basis) of one molecule with the formula C3H4Cl2OS.

E_LUMO in Ha: -0.0445
SMILES string: OCC(=S)C(Cl)Cl
HOMO-LUMO gap in eV: 8.49
Charge: 0
ΔE to the lowest compared entry with this formula, charge and spin in kcal per mole: 29.94

Geometry as XYZ:
```
11
C3H4Cl2OS | OMol25 | the ωB97M-V functional and the def2-TZVPD basis
O -1.4501 -1.2932 -1.0566
C -0.1505 -0.9346 -0.5032
C -0.2424 0.4691 -0.0903
S -1.6319 1.2724 -0.2799
C 0.8545 0.9210 0.8289
Cl 2.5027 0.5120 0.1876
Cl 0.8029 0.2552 2.3801
H -2.1281 -0.4798 -1.3415
H 0.0732 -1.6187 0.2218
H 0.7341 -1.0664 -1.2591
H 0.6355 1.9630 0.9124
```

=====

[4]
The following is a DFT calculation (the ωB97M-V functional and the def2-TZVPD basis) of one molecule with the formula C8H9N2P.

E_LUMO in Ha: -0.0153
SMILES string: C#P1C=C(C)c2n[nH]c(C)c21
HOMO-LUMO gap in eV: 7.72
Charge: 0
ΔE to the lowest compared entry with this formula, charge and spin in kcal per mole: 121.71

Geometry as XYZ:
```
20
C8H9N2P | OMol25 | the ωB97M-V functional and the def2-TZVPD basis
C 3.2858 -2.0742 0.0458
P 1.7602 -1.1013 0.0504
C 2.0214 0.6698 0.0899
C 0.8906 1.4195 0.0685
C 0.9762 2.9363 -0.1155
C -0.3283 0.6777 -0.0157
N -1.6309 1.0226 0.1347
N -2.3157 -0.1059 0.1129
C -1.5496 -1.2260 -0.0548
C -2.2367 -2.5153 -0.0866
C -0.2571 -0.7309 -0.0619
H 3.9123 -1.2288 -0.2016
H 2.9671 1.0078 0.2560
H 1.9867 3.1341 -0.1958
H 0.5781 3.3308 0.8514
H 0.3669 3.2619 -1.0782
H -3.2573 -0.0044 0.3895
H -3.2452 -2.2133 -0.6222
H -1.6271 -3.3304 -0.5490
H -2.2974 -2.9300 0.9823
```

=====

[5]
The following is a DFT calculation (the ωB97M-V functional and the def2-TZVPD basis) of one molecule with the formula C9H14O2.

E_LUMO (spin up / spin down) in Ha: 0.0325 / -0.0071
Multiplicity: 3
<S²>: 2.01
HOMO-LUMO gap (spin up / spin down) in eV: 6.20 / 8.90
Charge: 0
ΔE to the lowest compared entry with this formula, charge and spin in kcal per mole: 0.00

Geometry as XYZ:
```
25
C9H14O2 | OMol25 | the ωB97M-V functional and the def2-TZVPD basis
C -0.9715 -0.5833 -0.2059
C -2.2818 -0.6318 -0.0965
C 1.1814 -1.5092 0.8122
C 2.1530 -0.3146 0.7535
C 1.1373 -0.4384 -1.4070
C 0.2805 -1.3284 -0.4644
C 1.6148 0.5704 -0.3315
C 0.4871 1.4388 0.0214
C -3.2504 0.5006 0.1424
O 0.2882 2.3953 -0.9348
O 0.0894 1.8709 1.3363
H -2.6766 -1.6473 -0.2249
H 1.7977 -2.4034 0.6174
H 0.5855 -1.6007 1.7507
H 2.2107 0.2352 1.7227
H 3.1076 -0.5885 0.4738
H 2.0160 -1.0033 -1.6737
H 0.6503 -0.0709 -2.2265
H 0.1460 -2.2939 -0.9211
H 2.4534 1.1938 -0.7042
H -3.7751 0.4480 1.0983
H -3.9118 0.4032 -0.6759
H -2.8193 1.3796 0.1021
H -0.5045 2.9771 -0.7197
H -0.0079 1.0007 1.7552
```

=====

[6]
The following is a DFT calculation (the ωB97M-V functional and the def2-TZVPD basis) of a 2-piece molecular cluster, C8H18FN4O3 overall.

E_LUMO in Ha: -0.1059
HOMO-LUMO gap in eV: 10.13
Charge: +1
ΔE to the lowest compared entry with this formula, charge and spin in kcal per mole: 0.00

Geometry as XYZ:
```
34
C8H18FN4O3 | OMol25 | the ωB97M-V functional and the def2-TZVPD basis
C -1.3617 1.7624 0.9182
C -0.3883 0.6416 1.2651
F -0.9905 -0.3219 1.9718
N 0.7237 1.1917 2.0175
C 1.9805 1.0248 1.7164
N 2.4235 0.3129 0.6583
C 3.7947 0.9073 0.4991
C 4.2090 0.8436 1.9604
N 4.1253 -0.4968 2.5203
N 2.9951 1.5504 2.4397
H -1.8489 1.4941 -0.0067
H -2.0659 1.9290 1.7167
H -0.7796 2.6462 0.7039
H -0.0640 0.2222 0.3265
H 0.5383 1.7585 2.8336
H 1.9328 0.5099 -0.2083
H 4.4347 0.4299 -0.2202
H 3.5799 1.9414 0.2641
H 5.1705 1.3349 2.0326
H 5.0446 -0.9271 2.5021
H 3.8450 -0.4579 3.4915
H 2.8278 1.5100 3.4383
C -4.9323 -1.2537 -4.3795
O -3.9041 -2.1008 -3.8533
C -3.3376 -1.6572 -2.7403
O -3.6042 -0.6347 -2.1593
O -2.4033 -2.5386 -2.3643
C -1.7296 -2.1744 -1.1682
H -5.3017 -1.7355 -5.2792
H -5.7475 -1.1524 -3.6665
H -4.5298 -0.2760 -4.6358
H -2.4260 -2.1154 -0.3332
H -1.2153 -1.2204 -1.3003
H -0.9953 -2.9481 -0.9610
```

=====

[7]
The following is a DFT calculation (the ωB97M-V functional and the def2-TZVPD basis) of a 2-piece molecular cluster, CH4IOP overall.

E_LUMO (spin up / spin down) in Ha: -0.0190 / 0.0128
HOMO-LUMO gap (spin up / spin down) in eV: 7.25 / 8.17
Charge: 0
ΔE to the lowest compared entry with this formula, charge and spin in kcal per mole: 73.81

Geometry as XYZ:
```
8
CH4IOP | OMol25 | the ωB97M-V functional and the def2-TZVPD basis
C 0.7788 -1.1539 -0.0073
O 0.2646 -0.5683 1.0190
P -0.2991 0.9075 1.3143
I -1.9701 3.7879 -0.4315
H 0.9881 -0.6448 -0.9324
H 1.0644 -2.1771 0.1439
H -0.6100 0.5398 2.6289
H -1.9017 2.4454 -1.2492
```

=====

Number 1: E -81514.907 eV. Number 2: E -82936.170 eV. Number 3: E -41101.417 eV. Number 4: E -20704.433 eV. Number 5: E -13649.344 eV. Number 6: E -23402.062 eV. Number 7: E -20535.476 eV.